1.
Density functional theory data (wB97M-V/def2-TZVPD) for a cluster of 3 separate species, C3H10NO in total.

Computed properties:
Total energy = -249.317290 Eh
Charge = +2
Relative energy (zero: lowest compared OMol25 entry of this formula, charge and spin) = 744.9 kJ/mol
Molecular weight = 76.12 g mol⁻¹
E_LUMO (spin up / spin down) = -14.82 / -13.87 eV
F_max = 1.79 eV Å⁻¹
2S+1 = 2
⟨S²⟩ = 0.78
HOMO-LUMO gap (spin up / spin down) = 4.6 / 5.1 eV

Positions of all 15 atoms, in Å:
1 C -0.2442 -0.7041 1.2931
2 C -0.5757 -1.1883 -0.0783
3 C 0.2826 -2.1004 -0.7530
4 N -1.5221 -0.5843 -0.7452
5 H 0.2231 -1.4702 1.9107
6 H 0.4966 0.1895 1.0859
7 H -1.1115 -0.2702 1.7921
8 H 0.3185 -2.0766 -1.8420
9 H 0.9082 -2.8130 -0.2220
10 H -1.8881 0.2991 -0.3824
11 H -1.7032 -0.7961 -1.7207
12 H 0.0126 1.4250 0.6829
13 H 1.9662 4.0694 -0.2605
14 H 1.0029 2.8595 -0.1797
15 O 1.8340 3.1606 -0.5807

---

2.
Density functional theory data (wB97M-V/def2-TZVPD) for a cluster of 2 separate species, C3H10NO2 in total.

Computed properties:
Total energy = -325.497455 Eh
Charge = -1
Relative energy (zero: lowest compared OMol25 entry of this formula, charge and spin) = 150.2 kJ/mol
Molecular weight = 92.12 g mol⁻¹
E_LUMO = 4.11 eV
F_max = 1.05 eV Å⁻¹
HOMO-LUMO gap = 6.6 eV

Positions of all 16 atoms, in Å:
1 C -0.6692 -0.0172 -1.5761
2 N -0.6762 -1.2147 -0.7055
3 C -1.1191 -0.9006 0.6424
4 O -1.6669 -2.0932 1.2438
5 H -1.6036 0.5310 -1.4020
6 H -0.6278 -0.3228 -2.6199
7 H 0.1387 0.6421 -1.2372
8 H 0.3154 -1.4189 -0.5750
9 H -0.3187 -0.5368 1.2810
10 H -1.9249 -0.1583 0.5808
11 H -1.9677 -2.6008 0.4693
12 C 2.0383 1.6274 0.7913
13 O 1.5168 0.4439 0.3481
14 H 2.3625 1.5563 1.8501
15 H 2.8963 1.9879 0.1751
16 H 1.3061 2.4749 0.7339

---

3.
Density functional theory data (wB97M-V/def2-TZVPD) for a cluster of 3 separate species, C3H10NO2 in total.

Computed properties:
Total energy = -325.240773 Eh
Charge = +1
Relative energy (zero: lowest compared OMol25 entry of this formula, charge and spin) = 201.5 kJ/mol
Molecular weight = 92.12 g mol⁻¹
E_LUMO = -5.26 eV
F_max = 2.64 eV Å⁻¹
HOMO-LUMO gap = 9.3 eV

Positions of all 16 atoms, in Å:
1 C 1.0380 -0.1669 -0.7528
2 C 1.6661 -0.8136 0.2389
3 C -1.2557 -0.6011 -0.1164
4 N -0.3733 0.0483 -0.7814
5 H 1.5665 0.4785 -1.4343
6 H 1.1265 -1.4919 0.8842
7 H 2.7398 -0.7121 0.2205
8 H -2.3002 -0.5469 -0.3933
9 H -0.9743 -0.9905 0.8609
10 H -0.6961 0.5060 -1.6450
11 H 0.0994 -0.6887 4.1883
12 H -1.3785 -0.6496 4.0598
13 O -0.6049 -0.8861 3.5799
14 H -0.0212 2.6432 -2.3814
15 H -0.4941 2.0949 -3.6928
16 O -0.1381 1.7763 -2.8351

---

4.
Density functional theory data (wB97M-V/def2-TZVPD) for a cluster of 2 separate species, C3H10NO2 in total.

Computed properties:
Total energy = -325.300018 Eh
Charge = +1
Relative energy (zero: lowest compared OMol25 entry of this formula, charge and spin) = 46.0 kJ/mol
Molecular weight = 92.12 g mol⁻¹
E_LUMO = -3.71 eV
F_max = 1.45 eV Å⁻¹
HOMO-LUMO gap = 11.1 eV

Positions of all 16 atoms, in Å:
1 C 0.8415 -1.6081 -1.8055
2 N 0.8025 -1.6668 -0.3113
3 H 0.4753 -0.6330 -2.1201
4 H 1.8750 -1.6993 -2.1223
5 H 0.2045 -2.3739 -2.2291
6 H -0.0558 -2.0600 0.0815
7 H 0.8857 -0.7255 0.1267
8 H 1.5246 -2.2605 0.1015
9 O -0.4728 1.7652 -0.4862
10 C -0.5172 1.1113 0.5144
11 O 0.6464 0.8206 1.2204
12 C -1.7479 0.3577 0.9830
13 H 1.2325 1.5554 0.9429
14 H -1.4869 -0.5049 1.5916
15 H -2.3945 0.1088 0.1478
16 H -2.2917 1.0621 1.6184

---

5.
Density functional theory data (wB97M-V/def2-TZVPD) for a cluster of 2 separate species, C3H10NO2 in total.

Computed properties:
Total energy = -325.299288 Eh
Charge = +1
Relative energy (zero: lowest compared OMol25 entry of this formula, charge and spin) = 47.9 kJ/mol
Molecular weight = 92.12 g mol⁻¹
E_LUMO = -2.85 eV
F_max = 1.71 eV Å⁻¹
HOMO-LUMO gap = 12.7 eV

Positions of all 16 atoms, in Å:
1 O -1.2374 1.0345 -0.1792
2 C -2.2294 1.1159 -0.8599
3 O -3.4211 0.7743 -0.4639
4 H -2.2255 1.5733 -1.8629
5 H -4.0423 0.4568 -1.1326
6 C 1.7289 0.6943 0.3238
7 N 0.7561 -0.3297 0.7682
8 C 1.0308 -1.6816 0.2432
9 H 2.7429 0.3183 0.4024
10 H 1.5361 0.8984 -0.7256
11 H 1.6239 1.6015 0.9118
12 H -0.1982 0.0586 0.4605
13 H 0.7056 -0.3841 1.7796
14 H 0.8480 -1.7074 -0.8297
15 H 0.3453 -2.4062 0.6810
16 H 2.0362 -2.0170 0.4835

---

6.
Density functional theory data (wB97M-V/def2-TZVPD) for a cluster of 2 separate species, C3H10NO2 in total.

Computed properties:
Total energy = -325.232751 Eh
Charge = +1
Relative energy (zero: lowest compared OMol25 entry of this formula, charge and spin) = 222.6 kJ/mol
Molecular weight = 92.12 g mol⁻¹
E_LUMO = -4.33 eV
F_max = 4.99 eV Å⁻¹
HOMO-LUMO gap = 10.5 eV

Positions of all 16 atoms, in Å:
1 O -1.5387 -0.8734 2.2289
2 C -0.8207 0.1686 2.1045
3 C 0.2063 0.2661 1.0176
4 N -0.6467 -0.1614 -0.2985
5 C -0.1705 -1.5789 -0.6899
6 H -0.9713 1.0176 2.8378
7 H 0.9925 -0.4547 1.0192
8 H 0.6419 1.3260 0.9350
9 H -0.2924 0.4529 -1.1006
10 H -1.6328 -0.2158 -0.1349
11 H -0.2964 -1.7028 -1.8337
12 H 0.8255 -1.6775 -0.3487
13 H -0.6703 -2.2139 -0.0855
14 H 1.7414 2.4705 -1.4557
15 H 1.2012 1.6024 -2.5493
16 O 1.4310 1.5743 -1.6463